Record 1
{
  "formula": "C32H37N2Si",
  "method": "ωB97M-V/def2-TZVPD",
  "elements": ["H", "C", "H", "H", "H", "C", "C", "C", "H", "H", "C", "N", "C", "H", "C", "H", "H", "C", "H", "C", "C", "H", "H", "H", "H", "H", "H", "N", "H", "C", "C", "C", "H", "H", "C", "H", "H", "C", "H", "H", "C", "C", "C", "C", "C", "H", "C", "C", "H", "H", "H", "H", "H", "C", "C", "H", "H", "H", "H", "H", "C", "C", "H", "C", "C", "H", "C", "Si", "H", "C", "C", "C"],
  "coordinates": [[-1.411, -3.329, 1.560], [2.583, 1.403, -2.561], [0.469, 4.159, -0.820], [-3.811, 1.266, -0.064], [-1.565, 0.969, -0.642], [1.045, 3.374, -1.316], [2.182, 1.230, -1.228], [0.258, -3.867, -4.494], [-2.897, -4.310, 1.353], [3.564, 5.777, 4.383], [-1.948, 2.864, 2.073], [-1.742, 1.186, 0.343], [0.617, -4.732, -5.679], [2.437, -1.260, 4.646], [-1.932, -4.025, 0.901], [-2.027, 3.960, 2.108], [0.457, -2.756, 4.145], [1.927, 0.177, 3.114], [2.866, 3.838, 0.600], [0.729, -4.217, -3.221], [1.919, 4.380, 4.335], [2.495, 0.350, -0.661], [1.138, 4.454, -3.179], [-4.071, 2.924, 1.576], [-3.855, -4.628, -0.698], [-2.458, -5.179, -1.641], [-0.306, -0.400, 0.662], [-2.185, -3.435, -0.422], [-0.285, -5.109, -6.173], [1.745, -1.015, 3.838], [-1.540, -2.361, -0.942], [-3.006, -4.288, -1.294], [4.159, 5.442, 1.973], [-3.377, 0.115, 1.201], [-3.138, 1.112, 0.793], [2.451, 2.653, -4.330], [1.644, 4.516, 5.380], [1.543, 3.295, 2.210], [1.452, -5.030, -3.132], [-1.321, -4.942, 0.844], [2.995, 5.079, 3.773], [2.606, 4.006, 1.645], [-0.261, -1.483, 2.559], [3.333, 4.901, 2.428], [-0.610, -2.765, -4.614], [0.368, 2.898, 3.987], [1.190, 3.475, 3.554], [-1.124, -2.110, -3.488], [1.172, -5.620, -5.338], [-3.357, -3.724, -2.166], [-1.318, -1.493, -0.321], [-3.653, 1.725, 2.833], [2.668, 0.911, 3.429], [2.178, 2.539, -3.279], [0.166, -0.524, 1.634], [3.218, 0.651, -3.037], [0.653, -3.846, -1.112], [-1.107, 3.252, 0.153], [-0.898, -2.431, -5.621], [-1.303, -1.847, 2.561], [-3.323, 2.182, 1.893], [1.426, 3.541, -2.651], [-1.817, -1.256, -3.584], [-0.807, -2.612, -2.184], [0.648, -1.853, 3.563], [1.222, -4.225, -6.445], [-1.097, 2.395, 0.856], [0.727, 2.039, 1.122], [-1.465, 2.550, 3.016], [0.264, -3.559, -2.093], [1.118, 0.435, 1.996], [1.385, 2.204, -0.614]],
  "forces_ev_per_a": [[-0.1161, -0.1191, -0.3519], [-0.1381, 0.1444, 0.0137], [0.2024, -0.1997, -0.2047], [-0.1109, 0.1107, 0.2849], [-0.3355, 0.6057, 0.4699], [0.1305, -0.2562, -0.5345], [-0.0581, 0.4043, -0.5214], [-0.3237, -0.0318, 0.0334], [0.3960, 0.1636, -0.1154], [-0.1088, -0.1314, -0.0847], [0.4882, -0.5809, 0.1319], [-0.5458, -0.0832, -0.0763], [0.2095, -0.2612, -0.0310], [-0.2439, -0.0100, -0.2719], [-0.9714, 0.4921, 1.1101], [0.0896, -0.3994, -0.0556], [0.0184, 0.4446, 0.1612], [-0.5765, -0.2272, 0.2031], [0.0310, 0.1675, 0.3122], [0.0544, 0.5160, -0.2828], [-0.0902, -0.2706, -0.2381], [-0.0784, 0.1921, -0.1862], [0.1504, -0.3679, 0.0755], [0.1925, -0.3260, 0.1872], [0.0709, 0.1599, -0.0615], [-0.0948, 0.2969, 0.1617], [-0.2143, 0.0958, 0.7617], [1.3203, 1.4530, -1.1425], [0.0689, 0.1915, 0.0671], [0.1496, -0.0618, -0.4185], [0.1734, -2.3364, 1.4515], [0.4900, -0.5393, -0.6812], [-0.0728, 0.0050, 0.2302], [0.1710, 0.1150, -0.1151], [-0.2382, -0.1617, -0.4153], [0.0193, -0.0512, 0.3399], [0.1643, 0.0672, -0.2058], [-0.1062, 0.1509, -0.3163], [-0.1409, 0.3539, 0.0956], [-0.1793, 0.4250, -0.6093], [-0.1689, -0.0266, -0.1532], [0.1060, 0.2644, 0.5997], [0.5647, -0.2712, -0.1290], [-0.1348, -0.1418, 0.0895], [0.1126, 0.2553, 0.0256], [0.3168, 0.2493, -0.0348], [0.5463, 0.4429, -0.0270], [-0.0100, -0.3434, 0.8188], [-0.0973, 0.3766, -0.1570], [0.1531, -0.1471, 0.3341], [-0.1178, -0.3551, 0.3433], [-0.0499, 0.1671, -0.2638], [-0.1428, -0.1603, 0.0037], [-0.0005, -0.0838, 0.2351], [-0.4821, -0.1589, 0.5322], [-0.2401, 0.2437, 0.0863], [-0.2667, 0.0176, -0.2479], [-0.1712, -0.4497, -0.0969], [0.0702, -0.1405, 0.5812], [0.8460, -0.2271, -0.2889], [-0.0078, 0.1940, -0.2292], [0.0411, -0.1992, 0.3265], [0.3252, -0.7085, -0.0461], [0.1740, 0.1943, -2.3592], [-0.2314, 0.7706, 0.2368], [-0.1994, -0.0009, 0.3440], [-0.1744, 0.6689, 0.3505], [0.9573, 0.5880, 0.3209], [-0.4059, 0.0614, -0.3386], [-1.2661, -0.2562, 0.4887], [-0.0446, -0.8111, -0.4385], [0.1520, -0.1530, -0.0775]],
  "energy_ev": -44633.74910,
  "multiplicity": 1,
  "e_homo_ev": -10.333,
  "charge": 1
}

---

Record 2
{
  "formula": "C32H37N3O",
  "method": "ωB97M-V/def2-TZVPD",
  "elements": ["C", "H", "C", "C", "H", "C", "O", "C", "H", "C", "H", "H", "C", "C", "C", "H", "H", "H", "H", "C", "H", "C", "H", "C", "H", "C", "H", "H", "C", "H", "C", "C", "N", "H", "H", "H", "H", "C", "C", "H", "H", "C", "H", "C", "N", "H", "H", "H", "H", "C", "C", "H", "C", "C", "H", "N", "H", "H", "H", "C", "C", "C", "H", "C", "H", "C", "H", "H", "C", "H", "C", "C", "H"],
  "coordinates": [[-6.096, -6.063, 0.786], [0.696, -3.357, 4.070], [-8.006, -8.552, 2.665], [-1.873, -2.687, -4.770], [-11.051, -10.931, 0.954], [-5.946, -1.287, 3.836], [-1.999, -3.536, -3.646], [0.209, -2.434, 3.815], [-6.733, -3.404, 0.462], [-1.052, -0.051, 3.201], [-2.780, -2.091, -4.886], [-2.839, 4.246, 2.480], [-6.948, -3.768, 1.471], [-2.162, -0.861, 1.316], [-2.184, -3.610, -1.246], [-8.817, -11.157, 2.105], [-2.111, -4.684, -1.311], [-8.655, -5.715, 2.892], [-1.355, 2.777, 3.793], [-6.314, -7.349, 1.181], [-4.852, -1.503, 2.066], [-6.212, -3.714, 3.904], [-2.282, -0.869, -3.243], [-5.938, -2.488, 4.787], [-10.126, -9.006, 2.350], [-0.166, -0.096, 4.275], [-5.171, -0.561, 4.103], [-4.102, 3.345, 0.573], [-10.115, -10.935, 0.393], [-9.958, -11.947, 0.011], [-9.178, -9.052, 1.800], [-0.641, -2.401, 2.736], [-5.750, -1.800, 2.461], [-4.914, -3.731, 2.165], [-2.306, 0.223, -1.096], [-9.318, -8.367, 0.955], [-6.904, -0.758, 3.873], [-3.371, 1.365, 0.790], [-2.155, -2.869, -2.448], [-7.234, -9.323, 2.751], [-8.331, -8.331, 3.687], [-2.325, -0.852, -1.140], [-10.254, -10.273, -0.463], [-2.269, -1.468, -2.352], [-7.374, -7.349, 2.104], [-3.960, 0.963, -0.015], [1.134, -1.343, 5.411], [-5.626, -4.587, 4.211], [0.045, 0.799, 4.836], [-5.882, -3.293, 2.455], [-2.520, 0.523, 1.515], [-1.732, -3.292, -5.668], [-1.927, 2.384, 2.971], [-1.821, 1.037, 2.630], [-6.689, -2.386, 5.579], [-7.036, -5.237, 1.431], [-4.966, -2.582, 5.286], [-8.025, -10.498, 0.703], [-2.329, -3.588, 0.864], [-8.966, -10.466, 1.265], [-2.299, -1.580, 0.069], [-2.261, -2.991, -0.029], [-7.923, -3.360, 1.752], [-1.298, -1.207, 2.420], [-5.762, -8.218, 0.867], [-2.750, 3.202, 2.225], [-0.806, -3.280, 2.141], [-1.012, -2.027, -4.650], [0.451, -1.292, 4.579], [-7.263, -4.010, 3.965], [-7.842, -6.034, 2.266], [-3.470, 2.690, 1.146], [-5.350, -5.724, 0.088]],
  "forces_ev_per_a": [[-1.1883, -0.1000, 0.9539], [0.1501, -0.1527, 0.0683], [-0.3395, -0.2864, 0.2692], [0.0304, 0.4188, -0.8367], [-0.0124, -0.0543, 0.0175], [-0.2506, 0.1712, -0.1587], [-0.2781, 0.6760, 2.5188], [0.3085, 0.0305, 0.5093], [-0.0263, -0.1962, 0.1195], [0.8499, -1.0326, 0.7861], [0.0200, -0.0106, -0.1515], [-0.0158, 0.1229, 0.0062], [-0.2591, 0.4211, -0.3628], [0.6466, 0.0762, -1.1979], [0.0284, -0.3340, -0.4789], [-0.1122, 0.0922, -0.0473], [-0.0539, -0.1710, -0.0212], [-0.0360, 0.0401, 0.0184], [0.0621, 0.1286, 0.2077], [-0.9251, 1.0381, 0.7300], [-0.5716, -0.2904, 0.2848], [-0.0165, -0.0323, -0.0576], [0.0884, 0.1638, -0.0685], [0.0959, -0.0859, 0.2315], [0.2729, -0.0329, 0.0816], [-0.9048, 0.7180, -0.9383], [-0.1000, -0.0960, -0.1514], [-0.1619, 0.1211, -0.0441], [-0.1582, -0.0504, -0.0811], [0.0287, 0.1473, 0.0977], [-0.2849, 0.0865, -0.2294], [-0.5167, 0.4237, -0.4480], [0.2581, -0.8151, -0.1830], [-0.2035, -0.0282, -0.0822], [0.0225, 0.1206, -0.1050], [0.1002, -0.0681, 0.0477], [0.0975, -0.0828, 0.0798], [0.1854, -0.7496, 0.1735], [0.1569, -0.3147, -0.9520], [-0.0139, 0.2291, -0.1062], [0.1201, 0.1433, -0.1976], [-0.1033, 0.0982, 0.6409], [0.0368, 0.0007, -0.0380], [0.0759, -0.5396, -0.7845], [-0.1938, 2.7166, -0.3953], [-0.1990, 0.0516, -0.1886], [0.0976, -0.0343, 0.0908], [-0.0959, 0.1632, -0.0311], [0.0537, 0.1053, 0.1629], [0.7886, 0.6505, 0.5094], [-0.3402, 0.8669, -0.0090], [-0.0504, -0.1120, 0.3988], [0.6053, -1.3833, 0.2677], [-0.6993, 1.2978, -0.4335], [0.2103, -0.0208, -0.1990], [-0.6899, -2.0567, 1.4070], [-0.1275, -0.0078, -0.1553], [-0.0488, 0.0420, -0.0571], [0.0617, -0.1475, 0.1171], [0.3221, -0.1413, 0.1486], [-0.1939, 0.2738, 0.7980], [0.0419, 0.2380, -0.1612], [0.0679, -0.1240, 0.0075], [0.3131, -0.5459, 0.8410], [-0.2673, -0.2521, 0.2056], [-0.4888, 0.0449, -0.6305], [0.1389, -0.2399, -0.0497], [-0.0153, -0.0370, -0.0690], [0.0871, -0.6994, -0.1436], [-0.0134, 0.1154, 0.0901], [3.6809, -1.6097, -2.8622], [0.0038, 0.5505, 0.1506], [-0.1523, 0.3510, 0.0695]],
  "energy_ev": -40287.46927,
  "multiplicity": 1,
  "e_homo_ev": -13.618,
  "charge": 2
}

---

Record 3
{
  "formula": "C32H37N3O14P2",
  "method": "ωB97M-V/def2-TZVPD",
  "elements": ["O", "N", "C", "H", "H", "H", "H", "C", "H", "H", "C", "H", "C", "H", "H", "H", "H", "C", "O", "O", "H", "H", "H", "O", "H", "P", "C", "C", "C", "C", "C", "O", "H", "C", "H", "O", "O", "H", "C", "O", "P", "H", "O", "C", "H", "O", "H", "N", "H", "H", "H", "C", "N", "O", "H", "C", "H", "O", "C", "H", "C", "C", "H", "H", "C", "H", "C", "H", "C", "C", "C", "H", "C", "C", "C", "H", "H", "H", "C", "O", "C", "H", "C", "C", "O", "H", "C", "C"],
  "coordinates": [[-1.656, -1.893, 4.381], [-4.072, 2.280, 1.382], [-1.632, 2.794, -6.890], [-1.834, -2.400, -5.075], [6.488, -1.314, 4.118], [-0.730, 3.326, -7.156], [-4.859, 0.898, -5.932], [6.164, 2.259, 2.861], [-2.269, 1.568, -1.592], [7.469, 0.999, 1.677], [0.939, -3.537, -2.641], [-1.816, -0.631, -0.517], [2.164, 0.501, 4.176], [0.071, -2.629, 3.472], [-4.857, 2.433, -7.867], [-0.573, -3.465, -1.129], [0.851, 2.193, 3.782], [-1.627, 1.936, -5.803], [6.007, 1.773, 4.215], [-3.820, 2.935, 0.388], [7.087, -1.256, 1.791], [5.049, -2.267, 3.766], [6.420, -2.910, 1.959], [-3.805, -0.252, -4.068], [5.439, -1.590, 1.315], [4.855, 0.713, 4.491], [1.206, -3.337, -3.981], [-1.343, -2.908, -3.051], [3.259, 1.544, 4.395], [-3.960, 1.431, -6.205], [0.227, -2.934, -4.870], [4.862, -0.299, 3.252], [-5.543, 1.713, -0.774], [6.213, -1.852, 2.026], [-2.345, -2.728, -2.686], [-1.738, 0.235, -3.734], [-1.068, -2.444, 1.168], [-6.683, -1.047, 3.166], [-7.102, -0.633, 1.103], [0.695, 2.455, 1.480], [-1.118, 2.121, -1.001], [-1.924, -3.465, 3.291], [-2.487, -2.738, 3.591], [-3.955, 2.292, -7.289], [2.145, -0.151, 5.041], [2.788, -3.341, -5.652], [6.066, 3.336, 2.908], [-2.779, 0.346, -4.340], [8.220, 1.680, 3.116], [-4.916, 0.669, 3.334], [0.228, -1.354, 4.639], [-1.232, -0.258, 0.311], [2.574, -3.550, -4.476], [-0.007, 2.175, -1.976], [2.423, -0.125, 3.329], [-0.911, -1.237, 1.382], [0.458, -2.786, -5.914], [5.003, 0.034, 5.784], [-0.366, -0.724, 2.666], [3.236, 2.333, 3.646], [-5.443, 0.519, 2.404], [-1.055, -2.719, -4.396], [-7.305, -0.008, -0.941], [-1.480, 3.353, -0.443], [-2.792, 2.970, -7.633], [3.108, 2.013, 5.360], [0.769, 1.127, 3.928], [7.902, 2.696, 1.715], [-2.793, 1.265, -5.483], [7.521, 1.875, 2.312], [0.065, 1.411, 1.517], [-7.871, -1.390, 1.028], [-6.785, 0.142, -0.005], [-0.348, -3.320, -2.175], [-0.378, -1.693, 3.811], [-0.732, 1.797, -5.214], [-2.791, 3.638, -8.483], [1.719, -3.856, -1.966], [-0.762, 0.991, 0.364], [-3.477, 2.380, 2.431], [-5.140, 1.277, 1.289], [0.122, 0.920, 4.773], [-5.797, 1.108, 0.084], [0.117, 0.528, 2.717], [3.410, -3.924, -3.681], [5.381, 1.896, 2.201], [5.694, -1.475, 3.403], [-6.435, -0.443, 2.305]],
  "forces_ev_per_a": [[0.1003, -0.1757, 0.4326], [0.0530, -0.1517, -0.0638], [-0.1146, 0.0068, -0.0609], [-0.0076, -0.0037, -0.0210], [0.1252, 0.1462, 0.2210], [0.0234, 0.0037, 0.0123], [0.0473, -0.0622, 0.0851], [0.2562, 0.2968, 0.0984], [-0.2680, 0.0735, 0.4642], [-0.0032, -0.2176, -0.0458], [0.0157, -0.0349, 0.1970], [-0.0917, -0.0797, -0.1633], [-0.1579, 0.3563, -0.2278], [-0.1430, -0.2530, 0.0264], [-0.0208, -0.0067, -0.0007], [-0.0050, 0.0059, 0.0566], [-0.0188, 0.2619, 0.0631], [0.2385, 0.0691, 0.0279], [-0.2397, -0.1855, -0.4669], [-0.0535, 0.0732, -0.1108], [0.2670, -0.1083, -0.1833], [-0.1028, -0.0935, 0.2946], [0.2187, -0.2051, -0.0197], [-0.1269, -0.0483, 0.0448], [-0.1351, -0.1514, -0.2874], [-0.3621, -0.2846, 0.9207], [-0.1416, 0.0431, 0.0649], [-0.0125, -0.0254, 0.0210], [0.0939, -0.2385, -0.4014], [-0.1936, -0.0387, -0.0555], [-0.1025, 0.0662, -0.1854], [0.2790, 0.4171, 0.1188], [0.0790, 0.0531, 0.0469], [-0.2462, 0.6506, 0.3730], [-0.0105, 0.0153, -0.0081], [0.1255, -0.0851, 0.2460], [0.2129, 1.5261, 0.3322], [0.0194, -0.0049, 0.0222], [0.0181, 0.0170, 0.0078], [-0.4405, -0.5144, 0.0261], [0.9514, -0.0047, -0.8712], [0.2601, -0.0397, 0.0871], [-0.3634, 0.2972, -0.2560], [0.0988, 0.0519, -0.0224], [-0.0421, -0.1699, 0.2065], [0.0179, 0.0366, -0.1759], [-0.0114, 0.2262, 0.1476], [-0.0224, 0.0612, -0.0923], [0.1216, 0.0473, 0.1925], [0.0757, 0.0629, -0.0365], [0.0736, 0.2398, 0.2230], [0.2104, 0.1658, 0.2657], [-0.0428, -0.0292, 0.0065], [0.1428, 0.2303, -0.0599], [0.1017, -0.0759, -0.1783], [-0.0720, -1.4640, -0.4420], [0.1171, -0.0201, 0.0112], [0.2481, 0.0594, 0.0667], [-0.2817, 0.1864, -0.3646], [-0.0206, -0.0154, -0.2596], [0.0311, -0.0682, 0.2111], [0.0017, -0.0531, 0.0743], [0.0034, 0.0089, -0.0237], [-0.1528, -0.1549, 0.1781], [0.0004, -0.0117, 0.0175], [0.1690, 0.1843, 0.2539], [0.1174, -0.6741, -0.0136], [0.1678, 0.0647, -0.1499], [-0.0175, 0.1081, -0.1763], [-0.0506, 0.0852, -0.1335], [0.4905, 0.6573, -0.2576], [-0.0129, -0.0047, 0.0010], [-0.0154, -0.0584, 0.0858], [-0.0508, 0.0236, -0.0771], [0.2116, -0.0960, -0.3667], [-0.0584, -0.0597, 0.0869], [-0.0031, 0.0120, -0.0056], [0.0841, 0.0036, -0.0786], [-0.8434, -0.2541, 0.0784], [0.1107, 0.0354, 0.2008], [-0.1436, -0.1000, -0.0071], [-0.1166, 0.2012, 0.2572], [-0.0395, 0.0315, -0.2135], [-0.1438, -0.1050, 0.3342], [0.1161, -0.0456, 0.1300], [-0.2363, -0.1523, 0.0677], [-0.3027, -0.5217, -0.7218], [-0.0541, -0.0156, -0.1019]],
  "energy_ev": -85487.63543,
  "multiplicity": 1,
  "e_homo_ev": -9.839,
  "smiles": "CCOP(=O)(CCCC1=C(COO)C(=O)C=C([PH2]=O)C1=O)OCC.O=[N+]([O-])c1ccccc1.O=[N+]([O-])c1ccccc1.O=[N+]([O-])c1ccccc1"
}